The following is a quantum chemistry calculation of 2 unconnected molecules or ions with the total composition C3H10N at a distorted geometry, from the OMol25 dataset.

Each line ends with the Löwdin charge.
Positions of all 14 atoms, in Å:
N1 0.926 -1.043 -2.002  0.24
H1 0.099 -1.131 -2.649  0.17
H2 1.254 -2.053 -1.706  0.21
H3 1.679 -0.514 -2.490  0.16
H4 0.491 -0.587 -1.166  0.04
C1 -1.225 0.272 2.059  -0.10
C2 -0.662 0.825 0.769  -0.16
C3 0.541 0.687 0.084  -0.10
H5 -1.810 -0.623 1.899  0.08
H6 -0.435 -0.024 2.772  0.08
H7 -1.601 1.150 2.701  0.12
H8 -1.436 1.388 0.075  0.14
H9 0.748 1.497 -0.653  0.08
H10 1.432 0.157 0.308  0.05

Forces on the atoms, in the same order (eV/Å):
N -0.50 -2.94 -0.96
H 1.17 -0.18 0.38
H -0.65 2.47 -0.94
H -0.60 -0.35 0.74
H 0.54 0.61 0.21
C 1.91 1.40 1.28
C 0.02 0.19 -2.81
C -2.20 2.22 0.93
H -0.88 0.35 0.13
H 0.22 -0.30 -0.74
H -0.60 -1.43 -1.45
H 1.51 -0.67 1.92
H -0.52 -0.89 0.05
H 0.58 -0.48 1.26

F_max: 0.0634 Eh/bohr
E: -4754.69377 eV
LUMO: -4.1 eV
Charge: +1

The following is a quantum chemistry calculation of a molecular structure, C7H10N4O at a distorted geometry, from the OMol25 dataset.

Each line ends with the Löwdin charge.
Positions of all 22 atoms, in Å:
C1 3.068 -1.852 2.288  -0.16
C2 2.147 -0.716 2.868  -0.36
C3 0.874 0.067 0.967  -0.55
C4 -0.994 0.413 -0.759  -0.63
C5 -2.947 0.888 -1.729  0.01
C6 -2.378 0.169 -3.030  -0.05
C7 -1.071 0.175 -2.962  -0.06
H1 2.503 -3.037 2.064  0.13
H2 3.968 -2.255 2.947  0.06
H3 3.543 -1.066 1.304  0.15
H4 2.756 0.303 2.869  0.13
H5 1.640 -0.961 4.079  0.17
H6 0.306 -1.364 2.057  0.22
H7 -1.179 0.760 1.211  0.25
H8 -3.949 1.245 -1.705  0.08
H9 -2.760 0.054 -4.047  0.10
H10 -0.484 0.138 -3.929  0.12
N1 0.881 -0.324 2.271  -0.05
N2 -0.467 0.045 0.522  0.11
N3 -2.190 0.945 -0.584  0.12
N4 -0.276 0.489 -1.673  0.19
O1 1.979 0.405 0.443  0.01

Forces on the atoms, in the same order (eV/Å):
C 0.69 -0.42 -1.88
C 0.12 1.04 4.56
C 4.04 1.92 -1.71
C -1.49 0.31 10.00
C 2.85 -2.46 0.29
C -2.07 2.46 3.03
C 4.92 1.89 1.08
H 1.33 4.06 0.01
H -1.95 1.63 -1.05
H -1.29 -3.60 2.41
H -0.99 -2.32 0.47
H 2.31 0.63 -3.34
H 1.47 3.67 1.70
H 2.94 -3.27 -1.92
H -0.49 0.51 0.04
H -0.88 0.02 0.80
H -0.25 -0.32 1.67
N -2.42 -6.26 -0.81
N -3.00 3.70 1.93
N -5.94 -0.03 -4.35
N 4.14 -2.48 -13.19
O -4.05 -0.66 0.27

F_max: 0.2732 Eh/bohr
E: -15421.97348 eV
LUMO: 0.0 eV

The following is a quantum chemistry calculation of 3 unconnected molecules or ions with the total composition C4H8NO2 at a distorted geometry, from the OMol25 dataset.

Each line ends with the Löwdin charge.
Positions of all 15 atoms, in Å:
C1 2.819 -0.260 0.827  -0.07
N1 2.420 0.833 0.388  -0.12
C2 1.386 0.745 -0.641  -0.19
C3 -1.699 -1.279 -0.700  0.14
C4 -2.494 -0.061 -0.440  -0.84
O1 -3.160 -0.098 0.636  -0.11
O2 -2.424 0.882 -1.269  -0.11
H1 2.124 -0.599 1.665  0.00
H2 0.036 0.823 1.859  0.07
H3 0.304 0.144 1.719  0.01
H4 0.673 1.562 -0.547  0.07
H5 0.773 -0.177 -0.562  0.03
H6 1.853 0.732 -1.629  0.08
H7 -1.690 -1.963 0.148  0.03
H8 -0.921 -1.283 -1.454  0.02

Forces on the atoms, in the same order (eV/Å):
C 0.70 1.48 1.92
N 0.16 -1.38 -1.81
C -1.09 0.65 0.25
C 1.01 0.54 1.08
C -0.67 0.57 0.16
O 0.22 -0.11 -0.24
O 0.17 -0.16 -0.12
H -0.27 -1.23 -0.61
H -0.05 0.06 0.05
H -0.21 0.02 0.11
H 0.22 0.27 -0.26
H 0.03 -0.04 0.18
H -0.02 0.02 0.11
H 0.05 -0.36 -0.50
H -0.24 -0.33 -0.30

F_max: 0.0491 Eh/bohr
E: -9855.36197 eV
LUMO: 1.0 eV
Charge: -1

The following is a quantum chemistry calculation of a molecular structure, C18H43CuF6NO6S2Si2 at a distorted geometry, from the OMol25 dataset.

Each line ends with the Mulliken spin population.
Positions of all 79 atoms, in Å:
O1 1.175 -2.458 -2.526  0.04
O2 -2.522 -3.578 -5.133  0.00
C1 2.262 -2.160 -3.408  0.00
C2 3.620 -2.349 -2.763  0.00
H1 2.106 -1.112 -3.676  0.00
H2 2.206 -2.746 -4.335  0.00
H3 3.789 -1.625 -1.957  0.00
H4 4.390 -2.178 -3.520  0.00
H5 3.741 -3.370 -2.380  0.00
C3 0.779 -3.830 -2.390  0.00
C4 0.669 -4.657 -3.654  0.00
H6 -0.204 -3.781 -1.906  0.00
H7 1.479 -4.298 -1.680  0.00
H8 -0.155 -4.314 -4.283  0.00
H9 0.466 -5.701 -3.383  0.00
H10 1.595 -4.675 -4.232  0.00
C5 -3.260 -3.394 -3.939  0.00
C6 -2.592 -2.426 -5.952  0.00
C7 -3.281 -4.702 -3.177  0.00
H11 -4.292 -3.086 -4.179  0.00
H12 -2.794 -2.612 -3.313  0.00
H13 -3.728 -5.499 -3.778  0.00
H14 -3.879 -4.590 -2.269  0.00
H15 -2.269 -5.007 -2.884  0.00
C8 -2.136 -2.767 -7.355  0.00
H16 -1.953 -1.630 -5.526  0.00
H17 -3.629 -2.048 -5.982  0.00
H18 -1.190 -3.309 -7.354  0.00
H19 -2.006 -1.846 -7.926  0.00
H20 -2.894 -3.371 -7.858  0.00
H21 -0.295 0.170 -2.013  0.07
Cu1 0.326 -0.679 0.197  0.32
C9 -0.495 0.259 -3.095  -0.06
Si1 -1.565 1.761 -2.822  0.00
H22 0.435 0.398 -3.656  0.00
H23 -0.986 -0.658 -3.476  0.00
C10 -1.545 2.425 -4.552  0.00
C11 -0.868 3.020 -1.640  0.00
C12 -3.181 1.101 -2.178  0.00
C13 1.961 -1.581 0.458  0.51
Si2 0.874 -2.677 1.561  0.01
H24 2.739 -0.984 0.962  -0.04
H25 2.378 -2.025 -0.460  0.00
C14 1.677 -4.365 1.382  0.07
C15 -0.986 -2.903 1.206  0.04
C16 1.090 -2.048 3.308  0.01
H26 -3.380 0.086 -2.545  0.00
H27 -4.004 1.747 -2.502  0.00
H28 -3.201 1.050 -1.080  0.00
H29 -0.499 2.535 -4.866  0.00
H30 -2.059 3.383 -4.639  0.00
H31 -2.021 1.686 -5.206  0.00
H32 0.214 2.913 -1.483  0.00
H33 -1.336 2.988 -0.647  0.00
H34 -1.056 4.026 -2.042  0.00
H35 -1.177 -3.963 0.979  0.00
H36 -1.402 -2.326 0.366  -0.01
H37 -1.580 -2.627 2.088  0.00
H38 1.136 -2.895 4.007  0.00
H39 0.285 -1.372 3.627  0.00
H40 2.037 -1.495 3.358  0.00
H41 1.578 -4.937 2.316  0.01
H42 2.746 -4.213 1.173  -0.01
H43 1.236 -4.951 0.563  -0.01
F1 2.751 3.772 1.455  0.00
C17 1.453 3.597 1.781  0.01
F2 1.255 4.014 3.048  0.00
F3 0.690 4.341 0.948  0.00
S1 1.011 1.801 1.615  0.01
O3 1.203 1.450 0.195  0.03
O4 1.758 1.060 2.604  0.00
N1 -0.556 1.994 1.950  -0.01
S2 -1.524 0.737 1.863  0.03
O5 -1.476 0.117 0.488  -0.04
O6 -1.476 -0.191 2.968  0.00
C18 -3.124 1.684 1.950  0.00
F4 -3.241 2.283 3.148  0.00
F5 -3.164 2.634 0.983  0.00
F6 -4.166 0.842 1.767  0.00

Forces on the atoms, in the same order (eV/Å):
O -0.24 -0.17 -0.63
O -0.33 0.19 -0.01
C -0.35 0.00 0.16
C 0.17 0.01 -0.01
H 0.10 -0.10 -0.01
H -0.12 0.11 0.19
H -0.05 -0.22 -0.11
H 0.04 -0.05 0.07
H 0.01 0.20 -0.01
C 0.46 0.20 0.46
C -0.07 -0.15 -0.12
H 0.16 -0.01 0.02
H -0.14 -0.15 -0.13
H 0.13 0.04 -0.06
H -0.04 0.21 0.05
H -0.07 0.03 0.03
C 0.06 -0.28 0.24
C 0.23 0.26 -0.07
C 0.03 -0.11 0.11
H 0.23 0.04 0.03
H -0.12 -0.01 -0.20
H 0.10 0.12 0.03
H 0.05 -0.01 -0.02
H -0.18 0.05 -0.10
C -0.18 0.04 -0.04
H -0.20 -0.15 -0.05
H 0.25 -0.05 0.05
H -0.02 0.02 0.08
H 0.01 -0.03 -0.03
H 0.14 -0.05 0.00
H 0.65 -0.94 -0.14
Cu 0.00 0.76 -0.77
C 0.09 -0.35 0.82
Si 0.25 -0.36 -0.81
H -0.13 0.16 0.34
H 0.10 0.55 0.40
C -0.51 0.47 -0.17
C 0.21 0.36 0.29
C -0.58 -0.03 0.10
C 1.01 -0.23 -0.47
Si 0.03 -0.75 1.04
H -0.50 -0.18 -0.03
H -0.46 0.16 0.41
C 0.25 -0.18 -0.14
C -0.26 -0.04 -0.37
C 0.09 0.06 0.16
H 0.02 0.22 -0.05
H -0.05 -0.11 0.12
H 0.06 0.09 -0.37
H -0.24 0.06 0.07
H 0.00 0.08 -0.32
H 0.03 0.17 -0.07
H -0.27 0.06 -0.16
H 0.12 -0.11 -0.26
H 0.08 -0.18 0.06
H 0.12 0.23 0.05
H 0.01 -0.24 0.17
H 0.26 -0.01 -0.19
H -0.02 0.20 -0.13
H 0.34 -0.26 -0.12
H -0.18 -0.13 0.18
H 0.00 0.13 -0.24
H -0.23 -0.25 0.10
H 0.15 0.16 0.20
F -0.99 -0.22 0.27
C 0.10 0.99 -0.07
F 0.20 -0.43 -1.08
F 0.73 -0.66 0.74
S -0.80 -0.19 -0.09
O 0.09 0.06 1.24
O -0.37 0.59 -0.78
N 0.28 -1.03 0.03
S 1.06 0.20 -0.53
O -0.62 0.76 1.62
O -0.48 0.74 -0.87
C -0.94 0.61 -0.29
F 0.18 -0.62 -0.96
F 0.05 -0.96 0.93
F 0.98 0.60 0.19

Multiplicity: 2
F_max: 0.0368 Eh/bohr
E: -131507.02671 eV
LUMO (alpha / beta): 0.5 / -1.9 eV

Let's list ΔE to the lowest compared entry with this formula, charge and spin in order: 2.171, 7.622, 9.425, 0.000 eV.